The following is a DFT calculation (ωB97M-V/def2-TZVPD) of a cluster of 13 separate species, H26O13 in total.

Its charge is 0. The value obtained for the gap between HOMO and LUMO is 0.391 Ha. The calculation puts the LUMO energy at -0.182 eV. The energy above the lowest of the compared OMol25 structures with the same formula, charge and spin comes out at 3.496 eV.

Cartesian coordinates (Å):
O  4.17631  -1.68695  3.01579
H  4.71335  -2.34716  3.45390
H  3.88873  -2.10985  2.20667
O  -1.13615  -3.69436  -4.79052
H  -1.92628  -4.22278  -4.90317
H  -0.71364  -4.05735  -4.01209
O  -3.08479  -0.48922  3.82238
H  -3.77688  -1.05753  4.16039
H  -2.74067  -0.04366  4.59652
O  5.05110  -0.50683  -1.86316
H  5.92859  -0.36387  -1.50845
H  4.68873  -1.21391  -1.32934
O  -4.05740  1.98066  -3.65023
H  -3.20866  1.58825  -3.44557
H  -4.67699  1.52181  -3.08296
O  -0.84270  -4.50726  3.86800
H  -1.23631  -3.63474  3.86389
H  -0.59349  -4.65382  4.78049
O  1.67039  0.06737  -5.67625
H  2.17232  -0.09975  -4.87852
H  1.07864  -0.68151  -5.74877
O  -0.93183  0.37305  -0.24957
H  -0.12609  -0.14368  -0.24580
H  -1.39440  0.10208  0.54342
O  -1.09557  4.25327  2.59920
H  -1.85087  3.88630  2.13975
H  -1.31961  4.17896  3.52685
O  3.93376  2.87669  2.03530
H  3.83086  1.95802  2.28367
H  4.81953  2.93052  1.67650
O  0.92142  4.42031  -2.08837
H  0.98450  4.78026  -2.97306
H  0.75231  3.48745  -2.22031
O  -5.86462  3.88107  1.48791
H  -6.30854  3.70786  2.31807
H  -5.96135  3.06925  0.99010
O  1.47082  -4.16104  -0.38564
H  1.72673  -5.00553  -0.75655
H  1.03890  -4.38228  0.43942


The following is a DFT calculation (ωB97M-V/def2-TZVPD) of a cluster of 13 separate species, H26O13 in total at a distorted geometry.

Its charge is 0. The value obtained for the gap between HOMO and LUMO is 0.294 Ha. The calculation puts the LUMO energy at -0.514 eV. The energy above the lowest of the compared OMol25 structures with the same formula, charge and spin comes out at 7.328 eV.

Cartesian coordinates (Å):
H  1.64794  0.11420  0.36339
H  0.26432  0.44048  0.94946
H  0.08205  2.63911  1.43324
H  1.04192  3.64645  1.52272
H  -3.05257  0.50750  0.91956
H  -4.17103  0.81918  1.83483
H  -1.28714  -0.92891  -1.35933
H  -2.87619  -0.98452  -1.60735
H  -0.71750  3.21646  -0.71178
H  -0.77320  4.61849  -1.10585
H  4.76036  -0.40778  -1.25457
H  3.83631  -1.34647  -0.57406
H  2.16956  4.11943  -0.18917
H  2.63659  2.76352  -0.58382
H  -5.00408  -1.33365  -0.89957
H  -3.76381  -0.93858  -0.06010
H  2.99793  -2.05662  1.82878
H  4.15073  -2.92741  2.21476
H  -2.08965  2.06972  -1.30045
H  -1.38700  0.74349  -0.81711
H  -0.13548  -2.23576  2.22950
H  -1.10731  -1.45599  3.10480
H  1.52716  -2.82038  -0.30402
H  0.06404  -2.41066  0.08353
H  0.76221  -3.08118  -2.46725
H  -0.06228  -3.43515  -3.65891
O  1.07446  0.78176  0.57522
O  0.17138  3.48827  1.11475
O  -3.28185  0.84998  1.78608
O  -2.14278  -1.43118  -1.23927
O  -0.25409  3.99357  -0.58223
O  4.83962  -1.24203  -0.79112
O  2.66268  3.66269  -0.88173
O  -4.54956  -1.62784  -0.11660
O  3.36238  -2.54805  2.57386
O  -1.23759  1.65252  -1.01356
O  -1.06551  -2.01306  2.32847
O  0.89549  -2.11274  -0.42259
O  0.01148  -2.78888  -2.92250


The following is a DFT calculation (ωB97M-V/def2-TZVPD) of a cluster of 13 separate species, H26O13 in total at a distorted geometry.

Its charge is 0. The value obtained for the gap between HOMO and LUMO is 0.386 Ha. The calculation puts the LUMO energy at -0.564 eV. The energy above the lowest of the compared OMol25 structures with the same formula, charge and spin comes out at 3.616 eV.

Cartesian coordinates (Å):
H  0.08883  -0.32678  -0.13692
H  0.29773  0.88664  -1.02800
H  1.91484  2.33508  2.27290
H  1.94271  3.54718  3.18947
H  1.60282  -2.02059  2.06423
H  0.27680  -1.64406  1.42398
H  -2.97679  -1.30689  2.59700
H  -1.97920  -1.12118  1.46546
H  4.41206  0.86220  0.48085
H  3.41823  -0.03905  1.19506
H  -2.85004  2.45074  0.21997
H  -3.88046  2.77370  -0.84960
H  -1.88377  3.68890  -2.96372
H  -2.88249  4.83386  -2.92281
H  -3.34993  -1.98898  -3.34914
H  -2.34478  -0.90735  -3.70940
H  2.58259  -1.36923  3.33379
H  2.92389  -0.60763  4.60403
H  -5.13103  0.69593  -2.60595
H  -3.64135  0.95504  -2.76005
H  -0.92453  -3.85557  2.17291
H  -2.43127  -3.91767  2.36244
H  3.10637  -0.37300  -2.28901
H  3.10041  1.13740  -2.45837
H  4.03553  -3.05509  -1.85466
H  4.73607  -1.91196  -1.13873
O  0.74599  0.09956  -0.69850
O  2.51364  2.87440  2.80164
O  0.88886  -2.38151  1.52666
O  -2.91680  -1.26556  1.63592
O  4.36016  0.06401  1.01861
O  -3.65369  2.96078  0.06832
O  -1.94492  4.64728  -3.04589
O  -3.17237  -1.04843  -3.23593
O  2.68255  -1.48470  4.28546
O  -4.49659  1.39872  -2.78636
O  -1.60632  -3.83445  2.85388
O  2.53934  0.40034  -2.19205
O  3.89688  -2.15209  -1.54749